a:
DFT (ωB97M-V/def2-TZVPD) results for an isolated molecule of C2HNOS.

Cartesian coordinates (Å):
S -2.040 2.439 0.681
C -0.742 -0.009 1.671
H 0.205 -0.145 -0.340
O -0.801 -1.101 2.742
C -1.176 1.152 0.980
N -0.191 0.280 0.483

Computed properties:
* HOMO-LUMO gap: 8.60 eV
* charge: 0
* LUMO: -0.0445 hartree
* SMILES: O=c1[nH]c1=S


b:
DFT (ωB97M-V/def2-TZVPD) results for an isolated molecule of C2HNOS.

Cartesian coordinates (Å):
C -1.059 -0.263 0.757
N -2.070 -0.477 1.317
O 0.202 -1.233 -0.837
C 0.079 -0.105 -0.145
H -0.525 -1.793 -0.587
S 1.205 1.076 -0.350

Computed properties:
* HOMO-LUMO gap: 8.56 eV
* charge: 0
* LUMO: -0.0495 hartree
* SMILES: N#CC(O)=S


c:
DFT (ωB97M-V/def2-TZVPD) results for a cluster of 2 separate species, C2HNOS in total.

Cartesian coordinates (Å):
C -2.059 -2.007 0.184
O -1.262 -2.354 0.914
H 1.045 2.644 0.446
N 0.643 1.803 -0.064
C 0.794 0.643 -0.371
S 0.839 -0.729 -1.108

Computed properties:
* HOMO-LUMO gap: 10.38 eV
* charge: 0
* LUMO: 0.0292 hartree


It is a that is the least stable of them.


a:
DFT (ωB97M-V/def2-TZVPD) results for a cluster of 8 separate species, C12H40O14 in total.

Cartesian coordinates (Å):
C 26.715 25.107 18.142
O 24.227 21.477 14.648
H 25.169 27.746 12.332
H 29.593 29.467 13.020
H 21.509 23.564 8.446
H 26.124 22.575 8.726
O 18.629 24.369 9.708
H 26.965 24.404 10.561
H 29.454 31.286 14.472
H 22.250 23.130 13.848
O 28.092 22.177 9.208
H 23.390 24.376 15.045
O 26.397 25.557 8.976
H 26.808 25.758 8.132
H 19.093 28.685 12.477
O 19.278 27.904 12.998
C 27.416 24.658 16.873
C 25.258 33.761 13.152
O 27.635 25.106 19.131
C 26.483 33.989 12.273
H 26.151 26.029 17.995
C 20.815 23.790 9.256
H 19.263 24.432 7.810
C 22.268 22.865 14.905
H 29.510 28.819 15.971
H 25.913 24.433 18.443
H 26.749 24.915 16.050
O 27.597 23.214 16.867
H 25.889 32.639 14.527
H 28.091 29.598 15.188
H 20.234 27.859 13.032
H 27.126 23.177 7.670
C 29.176 29.493 15.182
C 19.400 23.826 8.705
C 27.193 24.529 9.503
O 21.253 25.128 9.615
C 29.518 28.783 13.866
H 26.184 34.684 11.489
O 30.669 27.960 13.946
C 22.978 21.587 15.286
H 19.015 22.819 8.544
H 23.018 21.491 16.371
O 24.713 27.881 13.163
H 21.189 22.839 15.056
H 28.925 22.403 8.789
H 27.053 25.359 19.851
H 28.114 23.057 17.660
H 24.834 28.811 13.355
H 28.665 28.145 13.633
H 19.236 25.006 10.093
H 30.913 27.914 14.873
O 22.798 23.906 15.636
O 25.340 32.482 13.756
H 24.874 22.003 15.123
H 24.480 33.764 12.388
H 22.211 25.187 9.571
H 22.424 20.691 15.005
H 28.441 24.994 16.715
H 21.045 23.149 10.107
H 28.224 24.883 9.514
O 29.696 30.868 15.302
C 27.075 23.106 8.757
H 24.938 34.526 13.859
H 28.419 34.677 12.382
H 26.588 33.083 11.677
O 27.662 34.475 12.937

Computed properties:
* HOMO-LUMO gap: 9.80 eV
* charge: 0
* LUMO: -0.0007 hartree
* SMILES: OCCO.OCCO.OCCO.OCCO.OCCO.OCCO.O.O


b:
DFT (ωB97M-V/def2-TZVPD) results for a cluster of 8 separate species, C12H40O14 in total.

Cartesian coordinates (Å):
H -1.823 -1.963 4.745
H -1.139 -0.713 -2.991
O -1.348 -0.253 2.747
O -0.818 -1.559 -4.817
O 3.290 2.595 -3.030
H 0.459 -0.465 -3.717
H 3.421 2.271 -1.040
H -0.874 2.087 0.774
H -1.162 5.748 2.467
O 1.580 -4.654 2.842
H 2.329 -0.033 -1.156
H -2.104 -2.656 2.664
C 0.470 4.787 2.880
H 0.088 -0.711 0.312
C -0.939 -2.139 4.117
H 0.502 -2.027 -1.765
H 2.277 -4.064 0.289
H 0.539 -1.011 3.079
O 0.947 1.299 -1.833
H -0.226 -2.652 4.766
H -4.287 1.280 -1.330
H 0.653 1.646 -2.680
H 3.530 -4.047 2.447
O -2.314 1.312 -1.809
C -0.400 -0.812 3.605
H 1.265 1.910 1.688
C -0.310 -1.207 -3.509
H -1.587 -2.113 -4.624
H 2.291 0.172 -2.907
H 4.322 1.093 -1.991
H -1.314 3.536 0.915
H -0.814 -3.796 -3.528
H 2.883 -2.483 0.594
H 0.253 5.119 3.899
C 0.723 3.306 2.939
H 1.646 -5.439 2.285
O 1.069 2.850 1.605
O -0.082 0.240 0.424
H -2.437 0.588 -4.332
H 2.462 -2.874 3.128
C -4.112 0.912 -3.401
H -5.123 0.521 -3.489
H 1.528 3.037 3.627
H 0.292 -3.073 1.592
C 2.495 -3.676 2.386
H -0.187 2.753 3.197
H -0.168 -0.159 4.452
H 1.377 5.280 2.517
H -3.687 -0.329 -1.766
H 1.278 -2.645 -3.248
H -2.196 1.439 -0.855
C 3.402 1.670 -1.954
H -0.986 -0.093 1.851
O -1.665 2.638 0.831
C -3.590 0.743 -1.985
H -4.102 1.970 -3.694
H 0.128 0.651 -0.452
O -1.291 -3.000 3.051
O -3.330 0.229 -4.392
C 2.167 -3.215 0.983
O -0.644 5.064 2.037
C 2.237 0.706 -1.953
C 0.322 -2.389 -2.781
O 0.872 -2.655 0.929
O -0.464 -3.554 -2.662
H 2.423 3.007 -2.972

Computed properties:
* HOMO-LUMO gap: 10.30 eV
* charge: 0
* LUMO: 0.0165 hartree
* SMILES: OCCO.OCCO.OCCO.OCCO.OCCO.OCCO.O.O


It is a that is the least stable of them.


a:
DFT (ωB97M-V/def2-TZVPD) results for a cluster of 2 separate species, CH7N2O in total.

Cartesian coordinates (Å):
O 2.395 -0.074 -0.119
H 0.428 -0.006 -0.769
H -1.625 -1.404 0.761
N -0.154 0.194 0.038
H 2.992 -0.802 -0.401
H 3.008 0.695 0.046
H -0.254 1.169 -0.048
N -2.328 0.409 -0.341
C -1.521 -0.350 0.218
H 0.367 -0.083 0.886
H -3.309 0.252 -0.272

Computed properties:
* HOMO-LUMO gap: 12.19 eV
* charge: +1
* LUMO: -0.1369 hartree


b:
DFT (ωB97M-V/def2-TZVPD) results for a cluster of 2 separate species, CH7N2O in total.

Cartesian coordinates (Å):
H 2.222 0.453 -0.677
H -1.504 -1.388 0.420
O -2.780 -0.098 0.044
N -0.516 0.343 -0.108
H 0.572 0.034 -0.058
C -1.567 -0.377 0.154
H -0.820 1.332 -0.430
H 2.724 0.084 0.897
H 2.646 -0.957 -0.221
N 2.209 -0.141 0.088
H -3.186 0.714 -0.109

Computed properties:
* HOMO-LUMO gap: 12.06 eV
* charge: +1
* LUMO: -0.1325 hartree


It is a that is the least stable of them.


a:
DFT (ωB97M-V/def2-TZVPD) results for a cluster of 2 separate species, C2H4N5 in total.

Cartesian coordinates (Å):
N -0.184 -0.017 0.511
N 0.998 -0.466 0.637
H -1.630 0.837 -0.245
H 1.361 -0.862 1.518
N -0.724 0.490 -0.502
N -2.393 1.171 1.919
N 0.471 -0.169 3.854
H 1.664 -0.748 -0.150
H -0.199 0.714 -1.299
C -1.561 0.771 2.607
C -0.474 0.263 3.355

Computed properties:
* HOMO-LUMO gap: 11.07 eV
* charge: +1
* LUMO: -0.2027 hartree


b:
DFT (ωB97M-V/def2-TZVPD) results for the ion C2H4N5 with charge +1.

Cartesian coordinates (Å):
N -2.675 1.999 0.266
N -0.292 0.066 -1.222
C -2.012 1.078 0.051
H 0.481 -0.643 -1.344
N -2.494 -2.158 -0.099
N -1.133 -0.067 0.058
C -1.922 -1.167 -0.093
H 0.552 0.512 1.018
N -0.221 -0.116 1.188
H 0.190 0.927 -1.363
H -0.492 -0.013 2.137

Computed properties:
* HOMO-LUMO gap: 11.89 eV
* charge: +1
* LUMO: -0.2007 hartree
* SMILES: N#C[N+](N)(N)C#N


It is b that is the least stable of them.


a:
DFT (ωB97M-V/def2-TZVPD) results for a cluster of 10 separate species, C5H29NO10 in total.

Cartesian coordinates (Å):
C -1.032 3.559 -0.712
H 3.680 3.340 -0.355
H 0.716 -2.132 -1.428
H 0.922 -0.885 2.608
O -2.708 -0.762 -3.164
H 4.327 -0.403 0.160
H 1.863 -3.102 -2.784
O 0.330 -1.533 -2.064
H -1.634 -1.829 0.458
H 2.964 0.121 -2.342
H 4.467 0.156 1.636
O 1.981 -3.846 -2.187
H -3.215 1.767 -1.093
O -0.026 -3.039 3.252
H -0.459 3.509 1.265
C -2.282 0.686 0.339
H -0.461 -3.785 3.650
C -1.964 2.021 1.094
H -4.298 0.795 -0.344
H 3.113 3.470 -1.693
H -1.634 3.258 -1.562
H -0.351 4.378 -0.904
H -1.986 -1.283 -2.803
H -2.878 2.621 1.075
H -2.632 -0.044 2.383
O 0.402 -2.820 0.474
O 3.055 0.697 -3.118
O 3.061 3.908 -0.835
C -0.956 2.959 0.472
H -0.634 -2.302 3.247
H -3.653 -0.721 1.147
H 4.010 0.813 -2.978
H -1.374 0.351 -0.170
N -3.338 0.889 -0.642
H 0.454 -2.728 1.434
C -2.615 -0.413 1.360
H 0.845 -3.656 0.285
H 1.971 0.084 3.145
O -1.722 -1.508 1.354
O 4.327 0.377 0.717
H -3.109 -0.296 -2.415
H 2.772 -3.672 -1.668
O 1.061 -0.188 3.255
H 0.418 -0.653 -1.698
H -1.777 1.841 2.149

Computed properties:
* HOMO-LUMO gap: 8.99 eV
* charge: 0
* LUMO: -0.0154 hartree
* SMILES: C=CC[C@H](N)CO.O.O.O.O.O.O.O.O.O


b:
DFT (ωB97M-V/def2-TZVPD) results for a cluster of 9 separate species, C5H29NO10 in total.

Cartesian coordinates (Å):
H 2.744 0.122 1.910
O 3.409 0.889 -0.780
C -1.101 1.556 1.174
H 0.284 -0.231 -3.118
H 0.972 -1.809 3.431
H -0.597 2.045 -1.703
O -4.018 -0.421 0.019
H 0.604 0.444 0.618
H 1.044 1.404 -1.510
O 2.102 -1.501 1.890
H 2.618 -0.930 -0.963
H -1.812 2.261 0.730
H -2.617 2.041 -2.781
H -2.131 0.777 -3.463
O -2.916 1.157 -3.022
C 0.174 1.799 -0.987
O -0.272 2.184 2.140
H -4.399 -0.760 0.838
H 1.106 -0.905 -1.106
O 3.112 1.036 1.932
H 0.000 -1.534 4.542
C -0.276 0.835 0.100
H 2.340 1.563 2.170
H -0.425 -2.607 -1.256
O 1.827 -1.484 -0.813
H 4.296 1.123 -1.074
O -0.196 0.504 -3.520
N -0.900 -0.303 -0.557
O 0.525 3.115 -0.497
H 0.034 3.023 1.783
H 2.566 -2.341 1.748
H -0.444 -1.541 1.155
O 0.388 -2.278 4.059
H -1.726 0.855 1.724
H 1.790 -1.411 0.943
H -2.095 -3.053 -0.913
H 0.361 0.773 -4.260
H -0.942 -3.633 0.135
C -1.147 -1.430 0.323
H 1.348 3.010 0.003
H 3.442 0.959 0.199
C -1.149 -2.741 -0.460
H -2.004 -1.333 1.000
H -4.228 -1.115 -0.623
H -1.695 -0.114 -1.156

Computed properties:
* HOMO-LUMO gap: 9.17 eV
* charge: 0
* LUMO: 0.0073 hartree
* SMILES: CCNC(CO)CO.O.O.O.O.O.O.O.O


It is a that is the least stable of them.


a:
DFT (ωB97M-V/def2-TZVPD) results for a structure of composition C11H22N3.

Cartesian coordinates (Å):
H 4.407 1.217 -0.229
H -2.411 -1.390 0.639
H 0.786 -3.699 1.311
H -0.440 -2.846 -0.174
C 2.281 1.288 0.137
H -1.849 1.835 -1.836
N -0.127 0.057 0.439
N 1.241 0.570 -0.611
H 0.537 0.571 2.331
H 0.676 -1.980 -1.071
H -0.419 2.927 2.057
C 1.500 -3.310 0.495
H 2.677 0.870 1.110
H 1.577 -4.147 -0.151
C -1.050 2.606 0.001
C -1.467 1.650 -0.853
H 0.869 1.081 -1.373
H -3.105 0.166 1.147
C -1.300 0.175 -0.445
N 0.167 -1.211 0.892
H 3.500 0.167 -1.296
H 2.008 2.442 0.420
C -0.428 2.225 1.256
H 0.873 -1.173 1.526
H -3.893 0.515 -1.285
C -2.607 -0.329 0.218
H -4.568 -0.772 -0.502
C -0.105 1.033 1.529
C 0.513 -2.329 -0.068
C 3.580 1.166 -0.817
H 2.341 -2.970 1.090
C -3.686 -0.485 -0.889
H 3.565 1.811 -1.698
H -3.289 -1.011 -1.729
H -1.039 3.699 -0.180
H -1.311 -0.414 -1.390

Computed properties:
* HOMO-LUMO gap (alpha / beta): 9.34 / 9.34 eV
* charge: +1
* LUMO (alpha / beta): -0.1389 / -0.1390 hartree


b:
DFT (ωB97M-V/def2-TZVPD) results for the ion C11H22N3 with charge +1.

Cartesian coordinates (Å):
C 1.303 -0.128 -0.214
H -2.529 -0.284 1.630
H 0.447 -0.147 2.047
C -1.196 0.185 -0.085
H 2.752 -1.840 1.738
N -1.464 0.641 -1.472
H -2.490 -1.652 -1.997
H 1.285 1.160 2.018
C -2.447 -1.886 -0.894
H 0.417 -0.764 -2.227
C 1.039 -1.535 0.344
H 2.940 0.231 1.241
C 1.810 -2.137 1.323
H 0.261 2.236 -1.303
H 2.581 1.639 0.222
C -1.208 -1.367 -0.327
C 1.284 -0.241 -1.776
H -2.266 -3.075 -0.987
H -3.282 0.550 0.403
C 0.260 0.822 0.287
H 1.299 2.622 0.151
H 3.444 0.058 -0.525
N 0.358 0.878 1.825
H 1.168 0.762 -2.009
C 2.712 0.458 0.212
N -0.170 -2.016 -0.142
H -3.387 -1.765 -0.439
H -2.310 0.193 -1.722
C 0.361 2.277 -0.159
H -1.361 1.621 -1.626
H -0.527 2.764 0.203
H 1.478 -3.095 1.733
H -2.113 1.466 1.416
H 2.251 -0.598 -2.137
C -2.383 0.512 0.887
H -0.317 1.455 2.359

Computed properties:
* HOMO-LUMO gap: 9.08 eV
* charge: +1
* LUMO: -0.1117 hartree
* SMILES: C=C1N=C(C)[C@](C)(N)[C@@](C)([NH3+])C1(C)C


It is a that is the least stable of them.